1.
This record from the OMol25 dataset describes a cluster of 2 separate species, C4H14N2O in total at a distorted geometry. The level of theory is the ωB97M-V functional and the def2-TZVPD basis.

**HOMO**: -9.38 eV
**Total energy**: -345.54635 a.u.
**Energy above the lowest of the compared OMol25 structures with the same formula, charge and spin**: 78.3 kJ/mol
**Kohn-Sham gap**: 10.363 eV
**SMILES**: NCCCCN.O
**F_max**: 1.09 eV/A

Positions of all 21 atoms, in Å:
C1 -0.47 -1.38 -0.95
N1 -1.54 -0.39 -0.84
C2 0.94 -0.76 -1.10
C3 1.34 0.32 -0.08
C4 1.42 -0.17 1.37
N2 0.05 -0.45 1.87
H1 -0.48 -2.07 -0.11
H2 -0.63 -1.93 -1.88
H3 -2.04 -0.47 0.04
H4 -2.26 -0.58 -1.53
H5 1.64 -1.59 -1.09
H6 0.95 -0.29 -2.09
H7 2.34 0.67 -0.36
H8 0.63 1.14 -0.16
H9 1.85 0.66 1.96
H10 2.00 -1.10 1.41
H11 -0.46 0.43 1.80
H12 0.10 -0.62 2.88
H13 -2.13 2.74 -0.16
H14 -1.37 1.56 -0.78
O1 -1.26 2.49 -0.49

Löwdin atomic charge list, values in e, 6 entries: C -0.2741; N -0.0158; C -0.1988; C -0.2152; C -0.2687; N -0.0137

2.
This record from the OMol25 dataset describes a structure of composition C32H30IrN3O6P3S2Se2 at a distorted geometry. The level of theory is the ωB97M-V functional and the def2-TZVPD basis.

**Total charge**: -2
**HOMO (spin up / spin down)**: -0.99 / -1.01 eV
**Total energy**: -8580.91441 a.u.
**Energy above the lowest of the compared OMol25 structures with the same formula, charge and spin**: 329.2 kJ/mol
**Spin multiplicity**: 2
**Kohn-Sham gap (spin up / spin down)**: 4.573 / 4.591 eV
**F_max**: 4.62 eV/A

Positions of all 79 atoms, in Å:
Ir1 -1.37 3.07 -0.37
O1 -1.82 7.27 -1.28
C1 -1.52 6.15 -0.90
O2 -1.22 5.06 -1.44
C2 -1.41 5.98 0.85
O3 -1.38 7.04 1.45
O4 -1.39 4.77 1.17
C3 -5.12 -0.47 1.51
C4 -4.23 -0.23 0.31
O5 -3.91 1.16 0.29
P1 -3.87 2.06 -1.06
S1 -2.45 1.64 -2.39
S2 -4.02 3.91 -0.37
O6 -5.23 1.59 -1.82
C5 -6.52 1.98 -1.38
C6 -7.43 0.77 -1.33
H1 -5.39 -1.53 1.57
H2 -6.03 0.13 1.45
H3 -4.58 -0.19 2.41
H4 -4.73 -0.50 -0.63
H5 -3.30 -0.78 0.39
H6 -6.91 2.72 -2.09
H7 -6.45 2.47 -0.40
H8 -7.32 0.21 -2.26
H9 -8.47 1.09 -1.23
H10 -7.17 0.12 -0.49
Se1 3.73 -1.98 1.24
P2 1.76 -2.17 0.46
C7 1.65 -3.09 -1.08
C8 0.37 -3.29 -1.63
C9 0.24 -3.94 -2.84
C10 1.36 -4.39 -3.53
C11 2.62 -4.18 -2.99
C12 2.77 -3.52 -1.78
C13 0.75 -3.09 1.67
C14 0.27 -4.37 1.46
C15 -0.47 -5.01 2.45
C16 -0.70 -4.38 3.66
C17 -0.17 -3.12 3.89
C18 0.56 -2.48 2.91
C19 0.78 -0.68 0.32
C20 0.87 0.70 0.05
N1 -0.41 1.15 0.02
N2 -1.22 0.13 0.23
N3 -0.54 -0.97 0.40
P3 2.19 1.90 -0.05
Se2 1.41 3.88 -0.11
C21 3.28 1.51 -1.44
C22 3.65 0.20 -1.74
C23 4.50 -0.06 -2.80
C24 4.98 0.98 -3.58
C25 4.58 2.29 -3.32
C26 3.73 2.55 -2.26
C27 3.12 1.64 1.49
C28 4.50 1.43 1.50
C29 5.13 1.10 2.69
C30 4.40 0.97 3.86
C31 3.03 1.20 3.85
C32 2.39 1.53 2.67
H11 -0.49 -2.92 -1.09
H12 -0.75 -4.09 -3.26
H13 1.25 -4.89 -4.48
H14 3.50 -4.52 -3.53
H15 3.75 -3.37 -1.35
H16 0.45 -4.87 0.52
H17 -0.88 -5.99 2.26
H18 -1.29 -4.87 4.42
H19 -0.34 -2.62 4.84
H20 0.98 -1.49 3.08
H21 3.28 -0.61 -1.13
H22 4.79 -1.08 -3.02
H23 5.66 0.78 -4.40
H24 4.93 3.10 -3.94
H25 3.40 3.56 -2.04
H26 5.06 1.52 0.58
H27 6.20 0.93 2.70
H28 4.89 0.70 4.78
H29 2.45 1.11 4.76
H30 1.32 1.72 2.64

Löwdin atomic charge list, values in e, 6 entries: Ir 0.7883; O -0.0090; C -0.6431; O -0.2573; C -0.6416; O -0.0134

3.
This record from the OMol25 dataset describes an isolated molecule of C9H9OP at a distorted geometry. The level of theory is the ωB97M-V functional and the def2-TZVPD basis.

**HOMO (spin up / spin down)**: -8.93 / -7.00 eV
**Total energy**: -764.75976 a.u.
**Energy above the lowest of the compared OMol25 structures with the same formula, charge and spin**: 328.9 kJ/mol
**Kohn-Sham gap (spin up / spin down)**: 8.065 / 6.584 eV
**F_max**: 4.76 eV/A

Positions of all 20 atoms, in Å:
C1 2.76 -1.34 -0.03
C2 3.99 -0.72 -0.08
C3 1.62 -0.59 -0.04
C4 4.18 0.57 -0.04
C5 1.73 0.80 0.08
C6 3.03 1.31 0.06
C7 0.58 1.75 0.11
C8 -0.79 1.59 -0.05
C9 -4.14 -0.37 0.28
O1 -3.11 0.40 -0.39
P1 -1.56 0.01 -0.19
H1 2.79 -2.42 -0.03
H2 4.85 -1.29 -0.31
H3 0.60 -1.02 0.15
H4 5.10 1.03 -0.28
H5 1.05 2.77 -0.13
H6 -1.31 2.52 0.11
H7 -4.73 0.33 0.88
H8 -3.50 -1.11 0.92
H9 -4.71 -1.01 -0.39

Löwdin atomic charge list, values in e, 6 entries: C -0.0775; C -0.1364; C -0.0730; C -0.1309; C -0.2568; C 0.1269